C51H52N5O10PtS2 | ωB97M-V/def2-TZVPD

Output
- Multiplicity: 1
- HOMO level: -0.1862 Eh
- Net charge: -1
- Gap between HOMO and LUMO: 6.35 eV
- LUMO: 1.3 eV

The geometry in XYZ format:
```
121
Properties=species:S:1:pos:R:3:forces:R:3
Pt -0.15145 0.57212 0.19598 0.18 -0.19 0.09
C 6.02934 -0.41110 4.13421 -0.05 0.03 0.05
C 4.61611 0.06199 3.91803 0.06 0.07 0.10
C 3.57537 -0.39459 4.72074 -0.03 0.01 0.04
C 2.27097 0.03824 4.51987 0.02 0.12 0.09
C 1.99080 0.92164 3.48796 0.04 0.25 0.13
C 3.01714 1.39260 2.67734 0.03 0.03 0.07
C 4.31768 0.96837 2.90054 -0.07 0.08 0.11
S 0.32117 1.47476 3.18019 0.17 -0.11 -0.09
O 0.44876 2.65683 2.38014 -0.03 0.03 0.06
O -0.31445 1.57136 4.47069 -0.02 -0.03 -0.03
N -0.28012 0.29557 2.25818 -0.40 -0.09 -0.04
C -0.84055 -0.87834 2.76118 0.14 -0.05 0.05
C -1.00299 -1.19315 4.12818 0.01 0.05 -0.03
C -1.48066 -2.43613 4.47756 -0.03 -0.01 0.00
C -1.82265 -3.35967 3.49601 0.01 0.00 0.03
C -1.66462 -2.95510 2.18673 0.00 0.04 -0.04
N -1.18512 -1.77000 1.82265 0.07 0.06 -0.03
H 6.13002 -0.91877 5.09297 0.01 0.00 0.00
H 6.72764 0.42664 4.11501 0.01 0.00 -0.01
H 6.33699 -1.11605 3.35755 0.09 0.05 0.18
H 3.78908 -1.09306 5.52194 0.00 0.01 0.00
H 1.47199 -0.30216 5.16483 0.02 0.01 0.02
H 2.77913 2.09894 1.89196 0.00 0.01 0.00
H 5.11961 1.35008 2.27588 0.00 0.03 0.01
H -0.78357 -0.45949 4.88443 -0.02 0.01 0.02
H -1.60788 -2.67867 5.52636 0.01 0.01 0.00
H -2.21156 -4.33942 3.73759 0.00 0.00 -0.01
H -1.93610 -3.61691 1.36808 0.00 0.00 0.01
C -5.59715 0.58876 -3.25406 0.01 0.00 0.02
C -4.33027 -0.19299 -2.97438 0.01 -0.03 -0.02
C -4.30776 -1.51697 -3.73601 0.01 0.01 0.02
O -4.18498 -0.47391 -1.58504 -0.03 0.04 0.00
C -2.90268 -0.02097 -1.11736 0.10 -0.04 0.05
C -2.16359 0.21937 -2.45896 0.01 0.04 -0.03
O -3.23001 0.61413 -3.31813 -0.01 0.01 -0.01
C -0.89522 1.08926 -2.69095 -0.05 0.13 -0.06
O 0.09276 0.76133 -1.77644 -0.02 -0.24 -0.10
C -1.12515 2.61135 -2.76626 0.00 0.02 0.07
C -0.39368 3.44583 -1.92774 -0.02 -0.01 -0.03
C -0.51531 4.82578 -2.01434 0.01 0.00 0.00
C -1.36943 5.39593 -2.94771 0.00 0.00 0.00
C -2.08918 4.57089 -3.80057 0.00 0.01 -0.01
C -1.95931 3.19247 -3.71870 0.00 -0.02 0.01
C -0.28756 0.71575 -4.07282 -0.01 0.02 0.01
C 1.05294 1.04065 -4.28406 -0.04 0.02 0.00
C 1.68526 0.75527 -5.48143 0.02 0.01 0.01
C 0.98909 0.12922 -6.50877 -0.01 -0.01 0.00
C -0.34327 -0.19253 -6.31621 0.01 0.01 0.00
C -0.97817 0.10333 -5.11306 0.02 -0.05 0.03
C -3.02828 1.09311 -0.04660 0.00 0.02 -0.05
O -1.78819 1.69599 0.10991 -0.09 0.04 0.05
C -4.07196 2.16834 -0.40420 -0.02 -0.04 -0.02
C -5.43599 1.91891 -0.24392 -0.01 -0.01 -0.03
C -6.37851 2.89536 -0.52162 -0.01 -0.01 -0.01
C -5.97502 4.14918 -0.96399 0.00 0.01 -0.01
C -4.62160 4.41367 -1.10334 0.00 -0.01 0.01
C -3.67826 3.43341 -0.81620 -0.02 -0.01 0.02
C -3.51416 0.50755 1.29361 0.05 0.00 0.03
C -4.16425 -0.70971 1.44174 -0.10 0.03 0.00
C -4.63783 -1.11127 2.68785 0.04 -0.01 0.00
C -4.45473 -0.30574 3.79951 0.02 -0.03 0.01
C -3.78720 0.90667 3.66187 -0.03 0.00 0.00
C -3.33078 1.30827 2.41954 0.06 0.00 0.02
H -6.44754 0.08921 -2.78880 -0.01 0.00 -0.02
H -5.76307 0.64712 -4.33118 0.00 0.00 0.00
H -5.50840 1.59374 -2.84860 0.00 0.00 0.01
H -5.15037 -2.13133 -3.41657 0.01 -0.01 0.00
H -3.38788 -2.06299 -3.52735 -0.01 -0.01 -0.01
H -4.38440 -1.33855 -4.80982 -0.01 0.00 0.00
H -2.40860 -0.85863 -0.61654 -0.02 -0.01 0.02
H -1.82630 -0.78506 -2.75551 0.02 0.01 0.01
H 0.24108 3.00042 -1.17514 0.01 0.01 0.02
H 0.04954 5.45465 -1.33648 0.00 0.00 0.00
H -1.47272 6.47286 -3.01139 0.00 0.00 0.00
H -2.75731 5.00194 -4.53714 0.00 0.00 0.00
H -2.52026 2.56403 -4.39578 0.00 0.00 0.00
H 1.59547 1.52929 -3.48722 0.02 0.03 -0.03
H 2.72639 1.02496 -5.61487 0.00 -0.01 0.01
H 1.48049 -0.09978 -7.44661 0.00 0.00 0.00
H -0.90435 -0.67740 -7.10679 0.00 0.00 0.00
H -2.02313 -0.14299 -4.99827 0.00 0.00 0.01
H -5.76230 0.94776 0.10442 -0.01 0.01 0.00
H -7.43235 2.67759 -0.39049 0.00 0.00 0.00
H -6.70992 4.91539 -1.18222 0.00 0.00 0.00
H -4.28623 5.38987 -1.43267 0.00 0.00 0.00
H -2.62511 3.64807 -0.88896 0.05 0.02 -0.01
H -4.32983 -1.34992 0.58445 0.03 0.01 -0.01
H -5.14037 -2.06675 2.78595 -0.01 0.00 0.00
H -4.81376 -0.62523 4.77108 0.00 0.00 0.00
H -3.61209 1.53463 4.52708 0.01 0.00 -0.01
H -2.79654 2.24410 2.30411 -0.01 0.00 -0.01
C 5.61366 -6.11176 0.19090 0.00 0.03 0.00
C 6.73833 -5.24358 0.73412 -0.06 0.04 0.01
S 6.15989 -3.86174 1.69931 -0.03 -0.03 -0.08
O 7.30888 -3.21248 2.27977 0.03 0.01 -0.02
O 5.09292 -4.31345 2.55970 0.03 0.00 0.02
C 5.45044 -2.75906 0.49674 -0.04 0.03 0.02
C 4.94272 -1.51087 1.22173 -0.03 -0.16 -0.19
N 3.83706 -0.88732 0.51060 0.03 -0.05 -0.04
C 2.53731 -1.02830 0.85389 -0.05 -0.19 -0.26
N 1.77001 -0.23307 0.10987 0.05 0.28 0.05
C 2.59107 0.45345 -0.73093 0.18 0.01 -0.03
C 3.87388 0.07119 -0.48706 -0.05 -0.09 0.03
N 5.04484 0.47691 -1.17534 -0.03 0.02 0.00
O 4.93457 1.36942 -1.98853 -0.01 0.06 -0.05
O 6.09745 -0.09942 -0.91648 0.06 -0.06 0.03
C 2.07535 -2.02206 1.84814 -0.05 0.03 0.07
H 6.01801 -7.05202 -0.18202 0.01 0.01 -0.02
H 5.09210 -5.62335 -0.63226 -0.01 0.00 0.01
H 4.89195 -6.33147 0.97581 0.01 -0.02 0.00
H 7.36874 -4.82053 -0.04885 0.05 -0.03 0.03
H 7.37898 -5.78079 1.43555 -0.01 -0.01 0.01
H 4.62746 -3.29269 0.01951 0.00 -0.01 0.01
H 6.21239 -2.50274 -0.23686 -0.01 -0.03 -0.04
H 5.74426 -0.78807 1.32290 -0.03 -0.04 -0.01
H 4.58443 -1.76072 2.21899 -0.04 -0.03 -0.13
H 2.20419 1.13731 -1.46532 -0.07 0.00 0.05
H 2.74980 -2.87724 1.89575 -0.04 -0.02 -0.02
H 1.07936 -2.34378 1.56268 -0.11 -0.05 -0.03
H 2.00924 -1.58097 2.84504 0.02 -0.09 -0.15
```
Positions in Å, forces in eV/Å.

Mulliken population analysis, charges in e, atoms 1 to 6: number 1, Pt, carries 2.32; number 2, C, carries -1.45; number 3, C, carries 0.94; number 4, C, carries -0.69; number 5, C, carries -0.61; number 6, C, carries -0.34